[1]
The following is a quantum chemistry calculation of C23H51NO3P2W as an isolated structure, from the OMol25 dataset.

Element x y z (Å)
W (-0.292, -0.482, -0.879)
C (1.655, -0.321, -0.478)
O (2.834, -0.298, -0.367)
C (-1.867, 0.080, 0.140)
O (-2.826, 0.421, 0.752)
P (0.033, 2.044, -1.180)
C (-0.334, 2.035, -2.998)
H (-0.314, 3.098, -3.297)
C (-1.267, 3.229, -0.524)
H (-2.175, 2.599, -0.581)
C (1.707, 2.892, -1.119)
H (2.342, 2.140, -1.627)
C (1.488, -3.374, 1.049)
P (-0.018, -2.565, 0.313)
H (-0.737, -4.115, -1.336)
H (2.266, -3.206, 0.282)
C (-1.455, -3.383, 1.176)
H (-1.167, -4.451, 1.198)
C (-1.054, 3.579, 0.946)
H (-1.984, 4.019, 1.339)
H (-0.255, 4.317, 1.090)
H (-0.835, 2.691, 1.552)
C (-1.512, 4.500, -1.345)
H (-0.674, 5.203, -1.267)
H (-2.402, 5.001, -0.933)
H (-1.712, 4.299, -2.402)
C (1.801, 4.223, -1.876)
H (1.392, 4.177, -2.893)
H (2.869, 4.484, -1.958)
H (1.310, 5.034, -1.318)
C (2.268, 3.072, 0.287)
H (3.323, 3.373, 0.200)
H (2.240, 2.132, 0.846)
H (1.738, 3.848, 0.856)
C (0.766, 1.306, -3.775)
H (1.728, 1.830, -3.720)
H (0.463, 1.236, -4.829)
H (0.932, 0.276, -3.420)
C (-1.736, 1.481, -3.259)
H (-1.870, 0.440, -2.910)
H (-1.904, 1.479, -4.345)
H (-2.514, 2.095, -2.789)
C (1.334, -4.890, 1.275)
H (0.960, -5.416, 0.388)
H (0.667, -5.100, 2.124)
H (2.322, -5.313, 1.521)
C (1.964, -2.687, 2.328)
H (1.272, -2.846, 3.164)
C (-0.827, -2.142, -2.317)
H (2.081, -1.609, 2.167)
H (2.943, -3.101, 2.615)
C (1.231, -3.566, -2.040)
H (-0.145, -1.210, -2.609)
H (-0.993, -2.526, -3.338)
H (-1.854, -1.904, -1.969)
C (-0.129, -3.205, -1.435)
H (1.075, -3.759, -3.109)
H (1.692, -4.449, -1.588)
H (1.930, -2.725, -1.953)
C (-2.773, -3.247, 0.414)
H (-3.070, -2.193, 0.311)
H (-3.554, -3.763, 0.989)
H (-2.731, -3.708, -0.579)
C (-1.607, -2.880, 2.617)
H (-1.768, -1.792, 2.643)
H (-0.744, -3.121, 3.251)
H (-2.493, -3.353, 3.070)
H (-0.204, -1.919, -5.420)
H (-0.205, -1.202, -5.649)
C (-1.183, 0.699, 3.673)
N (0.192, 1.110, 3.903)
C (0.582, 1.598, 5.224)
C (1.172, 0.971, 2.989)
O (1.075, 0.481, 1.848)
H (-1.484, -0.079, 4.389)
H (-1.310, 0.331, 2.636)
H (-1.868, 1.544, 3.833)
H (1.361, 0.942, 5.634)
H (0.988, 2.614, 5.125)
H (-0.277, 1.610, 5.891)
H (2.125, 1.363, 3.379)

Values from the calculation:
**Spin multiplicity**: 3
**Net charge**: +4
**⟨S²⟩**: 2.0377
**Orbital gap (spin up / spin down)**: 3.78 / 2.93 eV
**E_tot**: -52665.682 eV
**Highest occupied orbital energy (spin up / spin down)**: -20.311 / -20.238 eV

[2]
The following is a quantum chemistry calculation of a 3-piece molecular cluster, C23H52BN7O2P2 overall, from the OMol25 dataset.

Element x y z (Å)
C (-1.863, -2.446, 2.900)
C (-2.158, -1.206, 3.343)
B (-2.208, 0.051, 2.399)
C (-0.937, 0.880, 1.924)
N (0.259, 0.752, 2.775)
C (-3.629, 0.562, 1.847)
C (-4.766, -0.418, 2.103)
C (-4.756, -1.662, 1.476)
C (-5.723, -2.629, 1.650)
C (-6.774, -2.358, 2.520)
C (-6.808, -1.122, 3.135)
C (-5.845, -0.132, 2.950)
C (-6.037, 1.185, 3.687)
H (-1.025, -2.673, 2.234)
H (-2.504, -3.270, 3.236)
H (-2.354, -1.065, 4.417)
H (-1.232, 1.947, 1.948)
H (-0.697, 0.576, 0.891)
H (1.066, 0.402, 2.282)
H (0.084, 0.246, 3.631)
H (-3.810, 1.522, 2.353)
H (-3.558, 0.818, 0.777)
H (-3.927, -1.878, 0.796)
H (-5.629, -3.575, 1.121)
H (-7.564, -3.075, 2.732)
H (-7.639, -0.921, 3.815)
H (-6.138, 1.001, 4.763)
H (-7.007, 1.596, 3.363)
H (-5.288, 1.945, 3.464)
O (0.877, 6.877, -0.829)
P (1.215, 5.442, -1.156)
N (1.731, 4.954, 0.407)
C (3.029, 4.449, 0.795)
C (0.774, 5.062, 1.499)
N (2.532, 5.777, -2.213)
C (3.854, 5.188, -2.131)
C (2.633, 7.132, -2.743)
N (1.223, 3.792, -1.752)
C (0.680, 3.718, -3.134)
C (0.473, 2.796, -0.966)
H (3.376, 3.645, 0.139)
H (3.001, 4.006, 1.792)
H (3.782, 5.244, 0.818)
H (0.126, 4.175, 1.553)
H (0.127, 5.933, 1.375)
H (1.268, 5.173, 2.464)
H (4.466, 5.658, -1.353)
H (4.383, 5.311, -3.082)
H (3.819, 4.113, -1.963)
H (3.065, 7.825, -2.012)
H (1.658, 7.510, -3.040)
H (3.258, 7.146, -3.639)
H (-0.376, 4.002, -3.167)
H (0.779, 2.706, -3.530)
H (1.223, 4.376, -3.809)
H (-0.554, 3.119, -0.772)
H (0.958, 2.587, -0.014)
H (0.441, 1.840, -1.491)
O (0.281, -3.793, 0.104)
P (1.160, -4.431, -0.945)
N (2.674, -4.172, -0.177)
C (3.804, -3.418, -0.673)
C (2.871, -4.759, 1.140)
N (0.862, -3.277, -2.189)
C (1.873, -2.585, -2.964)
C (-0.305, -2.416, -2.032)
N (1.866, -5.481, -2.158)
C (0.820, -6.076, -3.033)
C (2.679, -6.613, -1.674)
H (4.071, -3.693, -1.698)
H (4.702, -3.615, -0.086)
H (3.622, -2.339, -0.628)
H (3.207, -5.804, 1.067)
H (1.946, -4.752, 1.720)
H (3.611, -4.211, 1.724)
H (2.317, -1.750, -2.410)
H (1.434, -2.174, -3.878)
H (2.662, -3.253, -3.305)
H (-0.113, -1.590, -1.334)
H (-1.162, -2.979, -1.671)
H (-0.597, -1.990, -2.995)
H (0.156, -6.739, -2.470)
H (1.277, -6.647, -3.841)
H (0.207, -5.306, -3.496)
H (2.150, -7.216, -0.932)
H (3.618, -6.271, -1.241)
H (2.957, -7.259, -2.507)

Values from the calculation:
**Net charge**: 0
**Orbital gap**: 7.78 eV
**E_tot**: -58469.801 eV
**Highest occupied orbital energy**: -7.940 eV
**SMILES string**: CN(C)P(=O)(N(C)C)N(C)C.CN(C)P(=O)(N(C)C)N(C)C.C=CB(CN)Cc1ccccc1C

[3]
The following is a quantum chemistry calculation of C23H52InO3P4S as an isolated structure, from the OMol25 dataset.

Element x y z (Å)
In (1.644, 0.035, -1.304)
P (-1.288, -2.169, 0.053)
P (2.668, -0.054, 1.091)
P (2.386, -2.150, -2.477)
H (-1.174, 3.116, -2.265)
C (-1.799, 3.146, -3.166)
C (-2.279, 2.009, -3.694)
H (-2.051, 1.033, -3.250)
C (-2.556, -1.079, 0.701)
C (-0.645, -3.235, 1.350)
C (-2.043, -3.172, -1.230)
C (4.035, 1.135, 1.298)
C (1.601, 0.258, 2.532)
C (3.443, -1.663, 1.470)
C (1.519, -2.447, -4.048)
C (2.211, -3.701, -1.537)
C (4.140, -2.053, -2.938)
H (-1.984, 4.130, -3.615)
H (-2.919, 2.012, -4.585)
H (-2.213, -0.037, 0.739)
H (-2.853, -1.393, 1.711)
H (-3.439, -1.134, 0.046)
H (-0.422, -2.651, 2.254)
H (0.276, -3.736, 1.017)
H (-1.395, -4.002, 1.596)
H (-2.760, -2.553, -1.788)
H (-2.576, -4.023, -0.779)
H (-1.278, -3.549, -1.924)
H (4.570, 0.902, 2.230)
H (3.630, 2.154, 1.357)
H (4.729, 1.080, 0.450)
H (2.226, 0.480, 3.410)
H (0.991, -0.630, 2.747)
H (0.931, 1.109, 2.353)
H (4.185, -1.521, 2.270)
H (3.953, -2.069, 0.584)
H (2.682, -2.383, 1.806)
H (2.059, -3.204, -4.636)
H (1.460, -1.515, -4.627)
H (0.496, -2.801, -3.851)
H (2.736, -4.509, -2.068)
H (1.152, -3.975, -1.436)
H (2.643, -3.601, -0.533)
H (4.358, -2.825, -3.691)
H (4.773, -2.212, -2.054)
H (4.375, -1.063, -3.351)
C (3.068, 1.460, -3.948)
C (4.163, 1.313, -4.833)
C (3.935, 1.043, -6.178)
C (2.624, 0.958, -6.670)
C (1.538, 1.173, -5.810)
C (1.755, 1.442, -4.462)
S (3.373, 1.625, -2.252)
H (-0.215, -1.391, -0.508)
H (5.169, 1.407, -4.423)
H (4.785, 0.902, -6.850)
H (2.450, 0.734, -7.725)
H (0.513, 1.143, -6.187)
H (0.921, 1.621, -3.778)
C (-1.328, 0.697, 5.058)
C (-2.049, 1.327, 3.896)
O (-1.143, 2.339, 3.375)
P (-1.413, 3.342, 2.101)
O (-2.338, 4.532, 2.716)
C (-3.267, 4.515, 3.851)
C (-4.628, 4.017, 3.465)
O (-2.519, 2.446, 1.223)
C (-3.297, 3.122, 0.202)
C (-4.204, 2.107, -0.441)
H (-0.384, 0.242, 4.740)
H (-1.957, -0.080, 5.502)
H (-1.111, 1.444, 5.829)
H (-2.273, 0.584, 3.117)
H (-2.991, 1.799, 4.216)
H (-2.832, 3.931, 4.671)
H (-3.317, 5.562, 4.166)
H (-4.617, 2.949, 3.223)
H (-5.306, 4.156, 4.313)
H (-5.029, 4.579, 2.616)
H (-3.889, 3.923, 0.669)
H (-2.636, 3.569, -0.552)
H (-4.902, 1.670, 0.283)
H (-4.793, 2.611, -1.215)
H (-3.637, 1.304, -0.925)

Values from the calculation:
**Net charge**: +3
**Orbital gap (spin up / spin down)**: 3.70 / 3.70 eV
**E_tot**: -83976.155 eV
**Highest occupied orbital energy (spin up / spin down)**: -15.345 / -15.345 eV

[4]
The following is a quantum chemistry calculation of a 3-piece molecular cluster, C23H53BClFN4O8P overall, from the OMol25 dataset.

Element x y z (Å)
C (4.704, 2.495, 0.879)
C (4.656, 2.186, -0.621)
O (3.416, 1.627, -0.978)
B (3.447, 0.261, -1.505)
P (4.122, 0.058, -3.384)
O (5.741, 0.482, -3.246)
Cl (3.415, 1.895, -4.169)
O (4.132, -0.700, -0.630)
C (3.174, -1.308, 0.226)
N (3.366, -0.893, 1.594)
C (3.454, -2.807, 0.132)
C (3.638, -3.276, -1.302)
F (3.154, -4.597, -1.444)
C (1.770, -0.839, -0.384)
C (0.697, -1.887, -0.718)
C (0.085, -2.840, 0.343)
C (0.045, -2.372, 1.781)
N (-1.072, -1.631, 2.119)
O (0.861, -2.680, 2.620)
O (1.206, 0.112, 0.528)
C (0.421, 1.128, -0.086)
C (-0.520, 1.741, 0.949)
C (0.113, 2.936, 1.685)
C (-1.860, 2.146, 0.307)
C (-1.655, 3.058, -0.921)
C (-2.727, 0.932, -0.044)
O (2.076, -0.252, -1.603)
H (5.285, 3.401, 1.080)
H (5.134, 1.665, 1.444)
H (3.684, 2.640, 1.246)
H (5.480, 1.512, -0.875)
H (4.821, 3.110, -1.194)
H (5.997, 1.030, -3.997)
H (2.751, -0.129, 1.826)
H (3.203, -1.662, 2.228)
H (4.391, -2.958, 0.677)
H (2.700, -3.411, 0.631)
H (3.103, -2.656, -2.021)
H (4.688, -3.287, -1.594)
H (1.115, -2.505, -1.511)
H (-0.128, -1.336, -1.180)
H (-0.951, -3.000, 0.041)
H (0.554, -3.821, 0.311)
H (-0.939, -1.155, 3.002)
H (-1.388, -1.010, 1.387)
H (-0.132, 0.725, -0.940)
H (1.111, 1.886, -0.468)
H (-0.744, 0.966, 1.691)
H (1.202, 2.924, 1.608)
H (-0.163, 2.916, 2.742)
H (-0.250, 3.874, 1.258)
H (-2.411, 2.731, 1.053)
H (-1.719, 2.487, -1.851)
H (-2.431, 3.827, -0.976)
H (-0.684, 3.554, -0.911)
H (-2.523, 0.565, -1.054)
H (-3.791, 1.182, -0.005)
H (-2.572, 0.100, 0.649)
C (0.211, -5.763, -3.165)
C (-1.092, -6.128, -2.459)
C (-2.164, -6.722, -3.379)
O (-2.814, -5.790, -4.220)
C (-2.123, -5.453, -5.406)
N (-1.557, -4.959, -1.714)
H (0.114, -4.831, -3.722)
H (1.005, -5.615, -2.433)
H (0.523, -6.548, -3.858)
H (-0.862, -6.907, -1.724)
H (-2.957, -7.146, -2.756)
H (-1.742, -7.539, -3.982)
H (-1.581, -6.317, -5.805)
H (-1.416, -4.634, -5.255)
H (-2.867, -5.136, -6.136)
H (-2.343, -5.205, -1.119)
H (-1.928, -4.281, -2.374)
C (-3.687, 6.728, 4.492)
C (-3.343, 6.209, 3.099)
C (-4.085, 4.925, 2.706)
O (-3.601, 3.748, 3.318)
C (-4.082, 3.486, 4.618)
N (-1.891, 6.078, 2.981)
H (-3.183, 6.148, 5.266)
H (-3.356, 7.760, 4.596)
H (-4.762, 6.690, 4.679)
H (-3.660, 6.968, 2.376)
H (-3.945, 4.767, 1.633)
H (-5.164, 5.028, 2.890)
H (-5.126, 3.803, 4.725)
H (-3.484, 3.980, 5.389)
H (-4.025, 2.410, 4.775)
H (-1.656, 5.843, 2.021)
H (-1.607, 5.261, 3.517)

Values from the calculation:
**Net charge**: -1
**Orbital gap**: 6.36 eV
**E_tot**: -72261.837 eV
**Highest occupied orbital energy**: -4.172 eV

[5]
The following is a quantum chemistry calculation of C23H53Cl12NO4 as an isolated structure, from the OMol25 dataset.

Element x y z (Å)
Cl (-3.818, -5.352, -1.171)
C (-2.281, -4.425, -1.303)
C (-1.329, -5.264, -2.155)
Cl (0.244, -4.497, -2.221)
H (-1.840, -4.370, -0.305)
H (-2.480, -3.397, -1.587)
H (-1.733, -5.274, -3.168)
H (-1.215, -6.295, -1.833)
Cl (1.826, 1.396, 5.630)
C (1.670, -0.348, 5.896)
C (1.892, -1.112, 4.596)
Cl (0.615, -0.836, 3.373)
H (0.682, -0.603, 6.276)
H (2.371, -0.685, 6.658)
H (1.910, -2.180, 4.804)
H (2.823, -0.813, 4.122)
Cl (3.262, -3.103, 2.031)
C (2.192, -4.391, 1.320)
C (0.969, -4.533, 2.218)
Cl (-0.011, -5.937, 1.768)
H (2.785, -5.299, 1.288)
H (1.983, -4.041, 0.314)
H (0.216, -3.750, 2.218)
H (1.354, -4.716, 3.219)
Cl (2.713, 3.058, -0.496)
C (2.852, 2.856, 1.270)
C (1.665, 2.052, 1.784)
Cl (0.116, 2.910, 1.483)
H (2.729, 3.830, 1.744)
H (3.807, 2.406, 1.527)
H (1.715, 1.889, 2.856)
H (1.614, 1.130, 1.208)
Cl (-3.868, 1.002, 2.553)
C (-3.554, -0.732, 2.115)
C (-2.951, -1.444, 3.313)
Cl (-2.400, -3.038, 2.733)
H (-2.879, -0.756, 1.262)
H (-4.486, -1.190, 1.791)
H (-3.659, -1.627, 4.114)
H (-2.124, -0.804, 3.613)
Cl (-5.542, 5.938, 1.185)
C (-4.752, 4.387, 0.733)
C (-3.268, 4.672, 0.453)
Cl (-2.408, 3.481, -0.506)
H (-5.193, 4.109, -0.220)
H (-4.861, 3.751, 1.604)
H (-2.696, 4.697, 1.377)
H (-3.323, 5.614, -0.091)
C (0.299, 5.231, -2.304)
C (0.270, 3.827, -2.936)
C (-0.715, 3.629, -4.027)
O (1.575, 3.694, -3.542)
H (0.536, 5.990, -3.042)
H (0.948, 5.180, -1.428)
H (-0.656, 5.478, -1.822)
H (0.332, 3.000, -2.216)
H (-0.585, 4.329, -4.858)
H (-1.754, 3.626, -3.692)
H (-0.645, 2.694, -4.595)
H (2.332, 3.701, -2.956)
C (3.955, -0.043, 0.294)
C (4.942, 0.618, 1.249)
C (6.356, 0.115, 0.961)
O (4.866, 2.027, 1.156)
H (4.053, 0.342, -0.729)
H (2.946, 0.175, 0.643)
H (4.160, -1.102, 0.152)
H (4.636, 0.181, 2.203)
H (6.349, -0.937, 0.664)
H (7.007, 0.182, 1.835)
H (6.881, 0.594, 0.130)
H (5.042, 2.249, 0.236)
C (-2.156, -0.234, -4.197)
C (-3.305, -1.281, -4.108)
C (-2.777, -2.710, -4.383)
O (-3.917, -1.095, -2.853)
H (-1.753, -0.173, -5.206)
H (-1.427, -0.398, -3.403)
H (-2.638, 0.697, -3.883)
H (-4.139, -1.072, -4.782)
H (-3.686, -3.296, -4.230)
H (-2.038, -3.009, -3.635)
H (-2.292, -2.816, -5.350)
H (-3.278, -1.138, -2.128)
O (-1.604, -1.369, -0.943)
C (-0.621, -0.769, -0.496)
N (-0.510, 0.554, -0.676)
C (0.515, -1.608, 0.058)
H (-1.259, 1.074, -1.099)
H (0.296, 1.064, -0.362)
H (-0.005, -2.048, 0.920)
H (1.323, -1.081, 0.562)
H (0.808, -2.433, -0.581)

Values from the calculation:
**Net charge**: 0
**Orbital gap**: 9.53 eV
**E_tot**: -184658.655 eV
**Highest occupied orbital energy**: -9.405 eV